i | {
  "formula": "C3H3I",
  "method": "the ωB97M-V functional and the def2-TZVPD basis",
  "elements": ["C", "C", "C", "I", "H", "H", "H"],
  "xyz": [[0.5463, 0.7042, 0.2520], [-0.3656, -0.2328, -0.2686], [0.9510, -0.5605, 0.3248], [-3.0723, 0.1591, -0.0649], [0.7491, 1.7422, 0.4897], [-0.4901, -0.4892, -1.2472], [1.6816, -1.3229, 0.5143]],
  "homo_lumo_gap_ev": [7.64, 7.64]
}


ii | {
  "formula": "C3H3I",
  "method": "the ωB97M-V functional and the def2-TZVPD basis",
  "elements": ["C", "C", "C", "I", "H", "H", "H"],
  "xyz": [[0.3986, -0.4236, 0.1631], [1.5033, -1.2865, -0.3873], [-0.5658, 0.5353, -0.2462], [1.0846, -1.5546, 1.8684], [-0.0858, 1.4348, -0.6139], [-1.3022, 0.9840, 0.4060], [-1.0328, 0.3105, -1.1900]],
  "homo_lumo_gap_ev": 8.61
}


Relative stability in eV, measured from the most stable structure: i 0.000; ii 1.035


i | {
  "formula": "C25H43BF4N6O2PRbS4",
  "method": "the ωB97M-V functional and the def2-TZVPD basis",
  "elements": ["Rb", "O", "C", "S", "C", "C", "S", "S", "S", "N", "C", "C", "C", "C", "C", "C", "H", "H", "H", "H", "H", "H", "H", "O", "P", "N", "C", "C", "C", "C", "N", "C", "C", "C", "C", "N", "C", "C", "C", "C", "H", "H", "H", "H", "H", "H", "H", "H", "H", "H", "H", "H", "H", "H", "H", "H", "H", "H", "H", "H", "H", "H", "H", "H", "F", "B", "F", "F", "F", "C", "C", "C", "C", "N", "N", "H", "H", "H", "H", "H", "H", "H", "H", "H", "H", "H", "H"],
  "xyz": [[0.5474, 0.1932, -1.0096], [-2.0240, 7.5950, 0.3907], [-1.6589, 6.4737, 0.0905], [-2.4716, 4.9975, 0.5781], [-1.3668, 3.8204, -0.1536], [-0.3045, 4.3341, -0.8162], [1.0065, 3.5536, -1.6604], [-0.2086, 6.1076, -0.8267], [-1.8373, 2.1535, 0.0809], [-0.9729, -0.0910, 2.5650], [-2.0841, -0.3978, 3.3281], [-3.0801, 0.5567, 3.5554], [-4.1753, 0.2492, 4.3453], [-4.3134, -1.0072, 4.9211], [-3.3276, -1.9599, 4.6875], [-2.2265, -1.6637, 3.9059], [-0.6537, -0.8828, 2.0230], [-1.0951, 0.7363, 1.9787], [-2.9934, 1.5220, 3.0731], [-4.9399, 1.0008, 4.4975], [-5.1769, -1.2443, 5.5306], [-3.4220, -2.9515, 5.1136], [-1.4747, -2.4159, 3.7050], [2.9620, 0.0587, -0.3343], [3.7237, 0.4010, 0.8903], [3.3929, -0.7253, 2.0419], [2.7248, -2.0078, 1.7672], [3.2928, -2.9226, 2.8424], [3.4270, -1.9788, 4.0352], [3.9161, -0.6714, 3.4006], [3.4211, 1.9139, 1.4478], [4.2926, 2.6896, 2.3269], [3.3348, 3.3305, 3.3276], [2.0851, 3.5647, 2.4867], [2.0016, 2.3138, 1.6216], [5.3878, 0.3989, 0.7475], [5.9795, -0.9241, 0.4846], [7.1876, -0.6283, -0.3995], [6.7173, 0.5772, -1.2036], [5.9864, 1.3993, -0.1488], [2.9166, -2.3499, 0.7540], [1.6411, -1.9169, 1.8862], [4.2769, -3.2888, 2.5367], [2.6458, -3.7781, 3.0228], [4.1040, -2.3394, 4.8113], [2.4455, -1.8213, 4.4866], [5.0136, -0.6139, 3.3954], [3.5422, 0.2066, 3.9366], [4.8096, 3.4657, 1.7505], [5.0517, 2.0581, 2.7940], [3.7433, 4.2411, 3.7676], [3.1164, 2.6265, 4.1361], [2.2160, 4.4362, 1.8419], [1.1793, 3.7108, 3.0726], [1.5266, 2.5395, 0.6641], [1.4454, 1.5201, 2.1369], [5.2719, -1.5707, -0.0465], [6.2511, -1.4179, 1.4198], [7.4672, -1.4836, -1.0130], [8.0478, -0.3524, 0.2166], [6.0084, 0.2591, -1.9704], [7.5273, 1.1267, -1.6838], [5.2173, 2.0474, -0.5718], [6.6892, 2.0264, 0.4125], [0.8105, -4.3254, 1.0775], [0.9309, -4.1737, -0.3083], [0.4911, -2.8713, -0.6536], [0.1164, -5.1053, -0.9522], [2.2580, -4.3287, -0.6909], [-4.5721, -2.3848, 0.9508], [-3.3972, -3.1562, 0.3613], [-3.1273, -4.4123, 1.1867], [-3.6847, -3.5595, -1.0927], [-2.1848, -2.3381, 0.4834], [-2.1370, -1.1150, -0.2290], [-5.4683, -3.0075, 0.9525], [-4.7865, -1.4877, 0.3697], [-4.3485, -2.0822, 1.9757], [-3.9775, -5.0955, 1.1361], [-2.9538, -4.1399, 2.2264], [-2.2431, -4.9304, 0.8130], [-4.5668, -4.2003, -1.1486], [-2.8336, -4.1021, -1.5056], [-3.8806, -2.6869, -1.7190], [-1.3717, -2.8775, 0.1828], [-2.6220, -0.3831, 0.2817], [-2.5424, -1.1719, -1.1651]],
  "homo_lumo_gap_ev": 4.52,
  "total_charge": -2
}


ii | {
  "formula": "C25H43BF4N6O2PRbS4",
  "method": "the ωB97M-V functional and the def2-TZVPD basis",
  "elements": ["Rb", "O", "C", "S", "C", "C", "S", "S", "S", "N", "C", "C", "C", "C", "C", "C", "H", "H", "H", "H", "H", "H", "H", "O", "P", "N", "C", "C", "C", "C", "N", "C", "C", "C", "C", "N", "C", "C", "C", "C", "H", "H", "H", "H", "H", "H", "H", "H", "H", "H", "H", "H", "H", "H", "H", "H", "H", "H", "H", "H", "H", "H", "H", "H", "F", "B", "F", "F", "F", "C", "C", "C", "C", "N", "N", "H", "H", "H", "H", "H", "H", "H", "H", "H", "H", "H", "H"],
  "xyz": [[-1.1095, -1.1593, -0.1484], [0.7112, 3.6353, 5.9327], [0.3862, 2.8677, 5.0450], [-0.9102, 3.1583, 3.8964], [-0.7870, 1.6623, 2.9498], [0.1720, 0.7955, 3.3496], [0.6442, -0.7651, 2.7143], [1.1392, 1.3093, 4.7466], [-1.9471, 1.5604, 1.6520], [-2.1083, -2.9603, 2.5577], [-3.3542, -2.3992, 2.7720], [-3.4888, -1.2226, 3.5182], [-4.7412, -0.6909, 3.7648], [-5.8908, -1.3068, 3.2801], [-5.7586, -2.4643, 2.5234], [-4.5097, -3.0079, 2.2686], [-2.0183, -3.5173, 1.7201], [-1.3152, -2.3501, 2.7509], [-2.5976, -0.7058, 3.8556], [-4.8118, 0.2380, 4.3179], [-6.8678, -0.8780, 3.4671], [-6.6393, -2.9485, 2.1152], [-4.4110, -3.8987, 1.6587], [1.2860, -0.6436, -1.8851], [2.5468, -0.3664, -1.1578], [2.8459, -1.5669, -0.0717], [2.0296, -2.7788, 0.0292], [2.9566, -3.7282, 0.7758], [3.6151, -2.7978, 1.7959], [3.7983, -1.4761, 1.0358], [2.5678, 1.1467, -0.5240], [3.7169, 1.7923, 0.1161], [3.0956, 2.5217, 1.3043], [1.7455, 2.9640, 0.7427], [1.2935, 1.7380, -0.0418], [3.9590, -0.3548, -2.0710], [4.3958, -1.6742, -2.5741], [4.8965, -1.4089, -3.9966], [4.0593, -0.2079, -4.4304], [4.0451, 0.6318, -3.1577], [1.7103, -3.1252, -0.9509], [1.1373, -2.5974, 0.6373], [3.7010, -4.1382, 0.0855], [2.4168, -4.5556, 1.2366], [4.5576, -3.1805, 2.1909], [2.9316, -2.6257, 2.6292], [4.8200, -1.3611, 0.6495], [3.5651, -0.6324, 1.6901], [4.1860, 2.5079, -0.5743], [4.4806, 1.0695, 0.4034], [3.7150, 3.3446, 1.6651], [2.9311, 1.8199, 2.1261], [1.8839, 3.8182, 0.0708], [1.0193, 3.2348, 1.5069], [0.6417, 1.9772, -0.8803], [0.7728, 1.0466, 0.6227], [3.5582, -2.3774, -2.5960], [5.1700, -2.0996, -1.9313], [4.7805, -2.2813, -4.6405], [5.9557, -1.1353, -3.9824], [3.0399, -0.5261, -4.6598], [4.4680, 0.3222, -5.2924], [3.2081, 1.3276, -3.1074], [4.9733, 1.2105, -3.0701], [-2.4017, -2.5624, -2.2524], [-1.9363, -3.7967, -1.7406], [-2.2920, -3.8598, -0.3613], [-0.5337, -3.8304, -1.8228], [-2.5031, -4.8665, -2.4290], [-3.8850, 3.1768, -3.1597], [-3.4797, 2.9640, -1.7037], [-3.1975, 4.3048, -1.0318], [-4.6018, 2.2473, -0.9377], [-2.2108, 2.2313, -1.6549], [-2.2497, 0.8870, -2.1095], [-4.8091, 3.7568, -3.2206], [-4.0527, 2.2228, -3.6643], [-3.0957, 3.7120, -3.6920], [-4.0957, 4.9273, -1.0258], [-2.4044, 4.8300, -1.5680], [-2.8727, 4.1452, -0.0011], [-5.5101, 2.8560, -0.9302], [-4.2976, 2.0628, 0.0951], [-4.8626, 1.2898, -1.3962], [-1.9004, 2.1962, -0.6830], [-1.8884, 0.8321, -3.0514], [-3.1827, 0.4870, -2.0858]],
  "homo_lumo_gap_ev": 4.92,
  "total_charge": -2
}


Relative stability in eV, measured from the most stable structure: i 0.406; ii 0.000


i | {
  "formula": "C57H43As2Cl3N6ORbS",
  "method": "the ωB97M-V functional and the def2-TZVPD basis",
  "elements": ["Rb", "C", "C", "C", "C", "N", "C", "N", "C", "N", "C", "N", "C", "C", "C", "C", "C", "N", "C", "C", "C", "C", "C", "C", "H", "H", "H", "H", "H", "H", "H", "H", "H", "H", "H", "H", "Cl", "C", "C", "C", "Cl", "C", "O", "C", "Cl", "C", "H", "H", "C", "C", "As", "C", "C", "C", "C", "C", "C", "C", "C", "C", "C", "C", "C", "As", "C", "C", "C", "C", "C", "C", "C", "C", "C", "C", "C", "C", "H", "H", "H", "H", "H", "H", "H", "H", "H", "H", "H", "H", "H", "H", "H", "H", "H", "H", "H", "H", "H", "H", "H", "H", "S", "C", "N", "C", "C", "C", "C", "C", "C", "H", "H", "H", "H", "H"],
  "xyz": [[11.1011, 14.4735, 13.1758], [11.2417, 8.2403, 11.8964], [10.1071, 7.6593, 12.5327], [9.4160, 8.5003, 13.3346], [9.7973, 9.7733, 13.6916], [10.9478, 10.2733, 13.1669], [11.6218, 9.5285, 12.2638], [9.0974, 10.5594, 14.5818], [8.7761, 11.7935, 14.3156], [8.4718, 12.6984, 15.2462], [8.1338, 13.8479, 14.6212], [8.0033, 14.9741, 15.2411], [7.7368, 16.1667, 14.5628], [6.5648, 16.8663, 14.6934], [6.4492, 18.1292, 14.0857], [7.6143, 18.6943, 13.4778], [8.7578, 17.8705, 13.4449], [8.8715, 16.6765, 13.9437], [8.2360, 13.6767, 13.1048], [7.9600, 14.5372, 12.0600], [8.1500, 14.0833, 10.7586], [8.6483, 12.8190, 10.5556], [8.9536, 11.9663, 11.6506], [8.6277, 12.3917, 12.9201], [11.9325, 7.7066, 11.2295], [9.7459, 6.6835, 12.2241], [8.4486, 8.2025, 13.7308], [12.5310, 9.9289, 11.8398], [5.7188, 16.4231, 15.2860], [5.5444, 18.6618, 14.2937], [7.5837, 19.6900, 13.0358], [9.7027, 18.2863, 13.1337], [7.7217, 15.5427, 12.2146], [7.9934, 14.8209, 10.0349], [8.8684, 12.4588, 9.5350], [9.3431, 10.9806, 11.4423], [15.5518, 18.2643, 7.9737], [15.0854, 17.6765, 9.5385], [15.9746, 17.1561, 10.4565], [15.5273, 16.6794, 11.6508], [16.5850, 15.9731, 12.7902], [14.1326, 16.5992, 11.9862], [13.7006, 16.0516, 13.0376], [13.3023, 17.2061, 11.0202], [11.5682, 17.1600, 11.3030], [13.7368, 17.7723, 9.8469], [17.0490, 17.0871, 10.2552], [13.0435, 18.1485, 9.1306], [10.7770, 14.4308, 17.3046], [10.0318, 15.7298, 17.7519], [10.7294, 17.4482, 17.0808], [11.5209, 18.2265, 18.7090], [10.8955, 18.2863, 19.9223], [11.4405, 19.0633, 20.9402], [12.6758, 19.6634, 20.8184], [13.3713, 19.4322, 19.6488], [12.8016, 18.8062, 18.5923], [9.0081, 18.4684, 17.3435], [9.0365, 19.7969, 16.9640], [7.8957, 20.5809, 16.9784], [6.6628, 20.0643, 17.3987], [6.6447, 18.6810, 17.7317], [7.7864, 17.9403, 17.6896], [11.9429, 13.5331, 18.6725], [11.2314, 14.2575, 20.3896], [12.0617, 14.7928, 21.3524], [11.5491, 15.0006, 22.6314], [10.2468, 14.6937, 22.9771], [9.4412, 14.1097, 22.0378], [9.9223, 13.8403, 20.7532], [13.5821, 14.6744, 18.5830], [14.7510, 14.1597, 19.2298], [15.9620, 14.6969, 18.9006], [16.0457, 15.7994, 18.0321], [14.9134, 16.3829, 17.4943], [13.7175, 15.7615, 17.6905], [11.4235, 14.5447, 16.4181], [10.0063, 13.6741, 16.9865], [9.9380, 15.8641, 18.8535], [9.0069, 15.6754, 17.2900], [9.8713, 17.8144, 20.1074], [10.8432, 19.2970, 21.8611], [13.0534, 20.3289, 21.6122], [14.3490, 19.9114, 19.4917], [13.3532, 18.7553, 17.6975], [9.9661, 20.1529, 16.5266], [7.9226, 21.6459, 16.8220], [5.7699, 20.7201, 17.5099], [5.6841, 18.2297, 17.9896], [7.6730, 16.8347, 17.7163], [13.0621, 15.0805, 21.0988], [12.1908, 15.5421, 23.3693], [9.8746, 15.0468, 23.9360], [8.4003, 13.8996, 22.2564], [9.3131, 13.4225, 20.0045], [14.7320, 13.2649, 19.8800], [16.8676, 14.2389, 19.2763], [16.9909, 16.2560, 17.7869], [15.0971, 17.1396, 16.8109], [12.8404, 16.0621, 17.1009], [15.6257, 12.8581, 15.7954], [14.3899, 13.4903, 14.7595], [13.2511, 12.9051, 14.9143], [13.2904, 11.8765, 15.8473], [12.2024, 11.0485, 16.2197], [12.3681, 10.1243, 17.2739], [13.6246, 10.0492, 17.9250], [14.7165, 10.8472, 17.5646], [14.4961, 11.7205, 16.4721], [14.5937, 14.3207, 14.0721], [11.2100, 11.1701, 15.8540], [11.5614, 9.5641, 17.7763], [13.7453, 9.3116, 18.6786], [15.6590, 10.7857, 18.0835]],
  "homo_lumo_gap_ev": 6.79,
  "total_charge": -1
}


ii | {
  "formula": "C57H43As2Cl3N6ORbS",
  "method": "the ωB97M-V functional and the def2-TZVPD basis",
  "elements": ["Rb", "C", "C", "C", "C", "N", "C", "N", "C", "N", "C", "N", "C", "C", "C", "C", "C", "N", "C", "C", "C", "C", "C", "C", "H", "H", "H", "H", "H", "H", "H", "H", "H", "H", "H", "H", "Cl", "C", "C", "C", "Cl", "C", "O", "C", "Cl", "C", "H", "H", "C", "C", "As", "C", "C", "C", "C", "C", "C", "C", "C", "C", "C", "C", "C", "As", "C", "C", "C", "C", "C", "C", "C", "C", "C", "C", "C", "C", "H", "H", "H", "H", "H", "H", "H", "H", "H", "H", "H", "H", "H", "H", "H", "H", "H", "H", "H", "H", "H", "H", "H", "H", "S", "C", "N", "C", "C", "C", "C", "C", "C", "H", "H", "H", "H", "H"],
  "xyz": [[2.6000, -2.8350, 0.5164], [-1.1115, -2.8050, 2.5369], [-0.7533, -1.9743, 3.6134], [-0.2342, -0.7444, 3.4109], [0.0227, -0.3180, 2.1090], [-0.3717, -1.0228, 1.0737], [-0.9422, -2.2283, 1.2789], [0.6123, 0.9314, 1.9209], [1.4986, 1.1659, 0.9514], [2.1789, 0.2863, 0.1673], [3.0123, 1.0500, -0.6437], [3.8054, 0.6698, -1.5093], [4.0238, -0.6324, -1.8141], [3.2545, -1.3739, -2.6915], [3.6713, -2.6369, -3.0493], [4.8545, -3.1115, -2.4600], [5.5064, -2.3933, -1.4811], [5.1079, -1.1509, -1.1823], [2.8687, 2.5033, -0.3158], [3.4197, 3.6855, -0.8047], [2.9555, 4.8825, -0.3102], [2.0563, 5.0021, 0.7868], [1.5879, 3.8041, 1.2738], [1.9616, 2.5658, 0.7438], [-1.5277, -3.7950, 2.6434], [-0.8991, -2.4066, 4.6727], [-0.0369, -0.1456, 4.2631], [-1.2535, -2.8231, 0.4305], [2.3477, -0.9328, -3.1147], [3.1904, -3.2931, -3.7409], [5.1964, -4.1527, -2.7080], [6.3724, -2.7395, -0.9342], [4.1067, 3.6784, -1.6309], [3.2930, 5.7918, -0.7590], [1.6759, 5.9690, 1.2823], [0.8797, 3.7693, 2.1345], [6.5234, -8.8343, -2.0065], [5.2332, -7.9666, -1.2235], [3.9656, -8.0750, -1.7143], [3.0227, -7.2542, -1.0783], [1.3592, -7.2443, -1.6288], [3.3026, -6.3921, -0.0014], [2.4220, -5.6637, 0.5311], [4.6370, -6.4490, 0.4370], [5.0261, -5.2075, 1.6513], [5.5927, -7.2314, -0.1059], [3.7642, -8.6963, -2.5487], [6.5783, -7.2913, 0.2818], [-0.5474, 2.0137, -1.2179], [-1.9213, 1.6025, -0.8048], [-3.0972, 2.9229, 0.0309], [-3.1069, 2.2202, 1.8263], [-2.3195, 2.7718, 2.8296], [-2.3724, 2.4653, 4.1804], [-3.2134, 1.4364, 4.5639], [-3.9525, 0.7754, 3.6021], [-3.9162, 1.1965, 2.2846], [-4.8510, 2.0634, -0.5329], [-5.9510, 2.8174, -0.5669], [-7.0986, 2.5254, -1.2611], [-7.2106, 1.2881, -1.8240], [-6.2078, 0.3835, -1.6406], [-5.0119, 0.7611, -0.9970], [-0.2973, 2.8015, -3.0419], [-0.6294, 4.7241, -2.8559], [-0.1294, 5.3022, -1.6534], [0.2681, 6.6395, -1.6177], [-0.0633, 7.5098, -2.7277], [-0.6536, 6.9741, -3.8716], [-0.9522, 5.5846, -3.9237], [-2.0142, 2.3611, -4.0107], [-3.2808, 2.7858, -3.6497], [-4.3632, 2.4884, -4.4358], [-4.1621, 1.6655, -5.5592], [-2.9289, 1.0827, -5.8051], [-1.8264, 1.4437, -5.0589], [0.2037, 1.1843, -1.3046], [-0.1151, 2.7390, -0.5713], [-1.8689, 0.6866, -0.1221], [-2.4575, 1.3069, -1.6787], [-1.5977, 3.5219, 2.5412], [-1.8810, 2.9774, 4.9533], [-3.3485, 1.1696, 5.6256], [-4.6183, -0.0052, 4.0550], [-4.5737, 0.7383, 1.4904], [-5.9178, 3.8539, -0.2403], [-7.8950, 3.2673, -1.3615], [-7.9897, 0.9896, -2.5389], [-6.2603, -0.6467, -1.9359], [-4.2150, 0.0038, -0.9499], [0.0906, 4.6703, -0.8303], [0.6801, 7.1119, -0.7344], [0.4359, 8.4529, -2.6153], [-0.9775, 7.6051, -4.7017], [-1.2715, 5.1762, -4.8627], [-3.5270, 3.3449, -2.7611], [-5.3970, 2.7482, -4.1836], [-5.0306, 1.3404, -6.0665], [-2.7757, 0.4290, -6.6070], [-0.7993, 1.1156, -5.3223], [2.6767, -1.9121, 5.9975], [3.1300, -1.7146, 4.3068], [2.9113, -2.7443, 3.5682], [2.2704, -3.7780, 4.2625], [1.6711, -4.9607, 3.7047], [1.0972, -5.9236, 4.5010], [1.0237, -5.6696, 5.8889], [1.5494, -4.5108, 6.4658], [2.1670, -3.5546, 5.6479], [3.6354, -0.8444, 3.9247], [1.7809, -5.2113, 2.6391], [0.5457, -6.7438, 4.1028], [0.6089, -6.4236, 6.5840], [1.4919, -4.3306, 7.6136]],
  "homo_lumo_gap_ev": 6.81,
  "total_charge": -1
}


Relative stability in eV, measured from the most stable structure: i 0.000; ii 0.584